The molecule C5H3ClO2 at a distorted geometry. Source: the OMol25 dataset; level of theory: ωB97M-V with the def2-TZVPD basis set.

Computed properties:
* 2S+1: 1
* strongest force on any atom: 0.0493 hartree/bohr
* ΔE to the lowest compared entry with this formula, charge and spin: 87.98 kcal/mol
* E: -21846.2857 eV
* gap between HOMO and LUMO (spin up / spin down): 8.00 / 8.00 eV
* highest occupied orbital energy (spin up / spin down): -9.00 / -9.01 eV
* molecular weight: 130.53 u

Cartesian coordinates (Å):
C (-1.3020, 0.5675, 0.3141)
C (-3.5903, -0.0853, -0.7677)
C (-1.6369, 1.8407, 0.0328)
C (-2.3185, -0.3637, -0.1008)
C (0.0908, 0.1746, 0.7087)
O (-2.0699, 2.9015, -0.0364)
O (-2.1351, -1.5897, -0.0690)
Cl (-4.9550, 0.1725, 0.0743)
H (0.6602, 0.7248, 1.5708)
H (0.8475, 0.2640, -0.1157)
H (0.0598, -0.8884, 0.8001)

---

The molecule C5H3ClS at a distorted geometry. Source: the OMol25 dataset; level of theory: ωB97M-V with the def2-TZVPD basis set.

Computed properties:
* 2S+1: 1
* strongest force on any atom: 0.2299 hartree/bohr
* ΔE to the lowest compared entry with this formula, charge and spin: 80.70 kcal/mol
* E: -28586.2506 eV
* gap between HOMO and LUMO: 7.32 eV
* highest occupied orbital energy: -8.92 eV
* molecular weight: 130.60 u

Cartesian coordinates (Å):
C (0.2868, 2.3090, 0.0561)
C (0.5220, 1.1941, 0.0949)
C (0.8599, -0.1821, -0.1134)
S (2.5344, -0.3939, -0.0419)
C (-0.1325, -1.2434, 0.0588)
C (-1.4398, -1.2755, 0.2560)
Cl (-2.2764, 0.1570, -0.1396)
H (-0.3584, 3.1982, 0.5441)
H (0.1737, -2.2387, -0.0807)
H (-2.2453, -2.1384, 0.4650)

---

The molecule C5H3F8IO at a distorted geometry. Source: the OMol25 dataset; level of theory: ωB97M-V with the def2-TZVPD basis set.

Computed properties:
* 2S+1: 1
* strongest force on any atom: 0.0463 hartree/bohr
* ΔE to the lowest compared entry with this formula, charge and spin: 0.00 kcal/mol
* E: -37120.8007 eV
* gap between HOMO and LUMO: 8.26 eV
* highest occupied orbital energy: -9.65 eV
* molecular weight: 357.97 u

Cartesian coordinates (Å):
O (2.1150, 1.8853, 0.0655)
C (2.0298, 0.6217, 0.4296)
F (1.8818, 0.4316, 1.7495)
I (4.3724, -0.4847, 0.0339)
C (0.9833, -0.1616, -0.3549)
F (1.3164, -0.2957, -1.6459)
F (0.8599, -1.4121, 0.1409)
C (-0.4096, 0.5605, -0.2787)
F (-0.5875, 1.0147, 0.9813)
F (-0.3549, 1.6455, -1.0642)
C (-1.5722, -0.3566, -0.7223)
F (-2.5334, 0.4137, -1.2932)
C (-2.1796, -1.1488, 0.4580)
F (-2.7942, -0.3381, 1.3290)
F (-3.1164, -1.9913, -0.0242)
H (2.6291, 2.4179, 0.6921)
H (-1.2200, -1.0617, -1.4889)
H (-1.4200, -1.7402, 0.9925)

---

The molecule C5H3FOS at a distorted geometry. Source: the OMol25 dataset; level of theory: ωB97M-V with the def2-TZVPD basis set.

Computed properties:
* 2S+1: 1
* strongest force on any atom: 0.1319 hartree/bohr
* ΔE to the lowest compared entry with this formula, charge and spin: 81.47 kcal/mol
* E: -20829.2011 eV
* gap between HOMO and LUMO: 8.83 eV
* highest occupied orbital energy: -9.52 eV
* molecular weight: 130.14 u

Cartesian coordinates (Å):
C (-3.2706, 0.9871, -0.1639)
C (-2.4666, -0.1236, 0.0006)
F (-2.8879, -1.3560, 0.0599)
C (-1.0442, 0.1067, 0.0733)
C (0.2060, -0.1158, 0.0915)
C (1.6538, 0.4749, -0.0182)
O (1.6775, 1.7762, 0.1074)
S (2.9693, -0.6976, -0.0896)
H (-2.9077, 1.9245, 0.0049)
H (-4.4054, 0.8373, -0.2307)
H (1.9043, -1.5818, 0.3615)

---

The molecule C5H3N at a distorted geometry. Source: the OMol25 dataset; level of theory: ωB97M-V with the def2-TZVPD basis set.

Computed properties:
* 2S+1: 1
* strongest force on any atom: 0.1171 hartree/bohr
* ΔE to the lowest compared entry with this formula, charge and spin: 52.31 kcal/mol
* E: -6718.4548 eV
* gap between HOMO and LUMO: 10.40 eV
* highest occupied orbital energy: -9.93 eV
* molecular weight: 77.09 u

Cartesian coordinates (Å):
C (1.2401, -0.5820, 0.0417)
C (-1.6673, -0.2309, -0.0168)
C (-0.4378, -0.3469, 0.0992)
C (1.9907, 0.4911, 0.0197)
C (-4.0407, 0.4758, 0.0565)
N (-2.9712, 0.0275, 0.0048)
H (1.3157, -1.6698, -0.1134)
H (3.0735, 0.3290, -0.2053)
H (1.4971, 1.5061, 0.1136)

---

The molecule C5H3N at a distorted geometry. Source: the OMol25 dataset; level of theory: ωB97M-V with the def2-TZVPD basis set.

Computed properties:
* 2S+1: 1
* strongest force on any atom: 0.0872 hartree/bohr
* ΔE to the lowest compared entry with this formula, charge and spin: 119.65 kcal/mol
* E: -6715.5347 eV
* gap between HOMO and LUMO: 9.62 eV
* highest occupied orbital energy: -8.89 eV
* molecular weight: 77.09 u

Cartesian coordinates (Å):
C (0.4113, 1.1786, 0.1100)
C (0.6460, -1.0879, -0.0400)
C (0.5637, 0.1487, -1.1068)
C (1.8603, 0.9033, -0.0584)
C (-0.3220, -0.0405, 0.1340)
N (1.8481, -0.5241, -0.1227)
H (-0.1505, 2.1382, 0.0914)
H (0.3697, -2.1438, -0.1560)
H (-1.3007, -0.0645, 0.0308)

---

- What is the formula in the sixth record?
  C5H3N